ORCA calculation (ωB97M-V/def2-TZVPD) on a molecular structure, C6H5O6Os.

Geometry (Å):
C1 -0.02997 0.30816 -0.42465
H1 1.12123 -0.23257 2.58860
O1 0.11026 0.97457 0.51549
Os1 -0.18799 -0.94474 -1.77555
O2 -0.77152 -1.06032 2.98033
O3 0.07661 5.07532 -2.32668
C2 1.54322 -0.60561 -2.55544
O4 -3.04682 -0.43175 -2.82868
H2 1.06676 -1.42232 3.92197
C3 -0.24088 -2.22923 -0.40536
C4 -1.97145 -0.67265 -2.45090
O5 -0.30031 -2.78669 0.60981
H3 -0.07986 2.60978 -2.42822
H4 0.31267 0.21417 4.09227
H5 -0.66038 -1.85672 2.43404
O6 2.57123 -0.26946 -3.03035
C5 0.49449 -0.60651 3.40245
C6 -0.00730 3.93657 -2.31912

Summary:
* highest occupied orbital energy (spin up / spin down): -20.090 / -22.818 eV
* <S²>: 6.022
* spin multiplicity: 5
* LUMO energy (spin up / spin down): -12.44 / -15.91 eV
* net charge: +3
* M: 363.3 g/mol
* E_tot: -21014.8030 eV

natural (NBO) charges in e: 0.420 0.310 -0.396 0.498 -0.127 -0.130 0.430 -0.228 0.348 0.467 0.436 -0.359 0.380 0.280 0.519 -0.242 -0.338 0.733

ORCA calculation (ωB97M-V/def2-TZVPD) on a molecular structure, C6H5O7S.

Geometry (Å):
H1 1.37211 -0.07908 -2.20200
C1 0.70751 -1.25564 0.31679
H2 -2.36966 -1.52575 1.36620
C2 -0.22364 0.99774 -1.38417
O1 1.05928 -2.36256 0.63430
H3 2.66842 -0.58133 -0.18854
C3 1.66976 -0.15189 -0.07199
O2 0.17053 0.42986 2.58189
O3 -2.16155 0.70604 1.93339
H4 1.67155 0.53827 0.77324
H5 1.85126 1.46820 -1.48614
O4 -2.29414 -0.23330 -1.36137
S1 -0.78116 0.68654 1.52907
O5 -1.73503 -2.07316 0.88966
C4 1.23834 0.57756 -1.33509
C5 -0.66440 -0.74543 0.31007
C6 -1.21174 -0.07214 -0.86217
O6 -0.35961 1.76600 0.62997
O7 -0.60783 1.91006 -2.07311

Summary:
* highest occupied orbital energy: -6.153 eV
* LUMO energy: 3.19 eV
* net charge: -1
* M: 221.2 g/mol
* E_tot: -31470.8774 eV

natural (NBO) charges in e: 0.218 0.559 0.472 0.546 -0.499 0.224 -0.519 -0.977 -0.967 0.273 0.237 -0.461 2.416 -0.728 -0.497 -0.206 0.432 -0.973 -0.549

ORCA calculation (ωB97M-V/def2-TZVPD) on a molecular structure, C6H6.

Geometry (Å):
H1 -1.26593 -1.13812 -0.71924
H2 -2.84626 0.53464 0.08152
H3 -1.62691 1.32432 1.08721
H4 1.39929 0.06193 0.82635
C1 1.71956 -0.40037 -0.45702
H5 -1.51356 1.41132 -0.68244
C2 4.26978 -0.19103 -0.76950
C3 0.55658 -0.35056 0.05450
H6 -1.19630 -1.14074 1.02237
C4 -1.77543 0.76478 0.15949
C5 3.01374 -0.33280 -0.71678
C6 -0.94849 -0.53349 0.14191

Summary:
* highest occupied orbital energy: -9.154 eV
* LUMO energy: -0.44 eV
* M: 78.1 g/mol
* E_tot: -6312.4315 eV

natural (NBO) charges in e: 0.240 0.221 0.213 0.353 0.299 0.218 0.117 -0.238 0.236 -0.598 -0.634 -0.429

ORCA calculation (ωB97M-V/def2-TZVPD) on a single C6H6 molecule.

Geometry (Å):
H1 0.98696 0.57486 -2.18184
H2 1.07429 -1.66942 1.43362
H3 -2.18947 0.93775 0.61726
H4 2.08413 -1.16458 -0.66581
C1 -0.57933 0.94357 -0.81578
C2 0.60636 -0.91606 0.84480
H5 -1.00620 1.71152 -1.43705
H6 -1.02341 -0.43839 2.19563
C3 -1.19372 0.60708 0.36668
C4 -0.55859 -0.30730 1.22671
C5 0.60470 0.32943 -1.19773
C6 1.19428 -0.60846 -0.38648

Summary:
* highest occupied orbital energy: -9.378 eV
* LUMO energy: 1.19 eV
* SMILES: c1ccccc1
* M: 78.1 g/mol
* E_tot: -6319.0812 eV

natural (NBO) charges in e: 0.211 0.211 0.212 0.213 -0.217 -0.215 0.210 0.212 -0.208 -0.211 -0.204 -0.213

ORCA calculation (ωB97M-V/def2-TZVPD) on a single C6H6 molecule.

Geometry (Å):
C1 -0.18208 1.13990 -1.28181
H1 1.40358 2.28328 -0.41810
C2 -0.99709 -0.72808 0.06667
H2 0.47289 -1.85334 1.07809
C3 1.12813 1.24316 -0.59014
C4 -1.28145 1.08767 -1.95137
H3 1.90278 0.73735 -1.17426
H4 -1.19635 -2.34328 1.38369
C5 -0.54850 -1.47909 1.22720
H5 -0.56163 -0.86643 2.13634
C6 -1.22730 0.03095 -0.86279
H6 1.08701 0.74792 0.38648

Summary:
* highest occupied orbital energy: -8.655 eV
* LUMO energy: 0.70 eV
* M: 78.1 g/mol
* E_tot: -6313.3288 eV

natural (NBO) charges in e: 0.026 0.248 0.051 0.236 -0.664 -0.093 0.244 0.255 -0.692 0.231 -0.079 0.238

ORCA calculation (ωB97M-V/def2-TZVPD) on a single C6H6 molecule.

Geometry (Å):
C1 -0.12170 -0.10779 -0.41478
C2 0.17758 -1.27527 -0.31411
C3 -0.48636 1.23371 -0.69215
H1 0.24668 -3.27536 -1.00814
C4 -0.49990 2.26572 0.20133
H2 1.64431 -2.75763 -0.04575
H3 0.10284 -3.09329 0.75509
H4 -0.79518 3.24087 -0.19975
C5 0.55726 -2.67445 -0.14797
C6 -0.08708 2.01209 1.55138
H5 -0.74816 1.42992 -1.73399
H6 0.00972 3.00148 2.04885

Summary:
* highest occupied orbital energy (spin up / spin down): -8.334 / -8.139 eV
* LUMO energy (spin up / spin down): -1.08 / -1.05 eV
* M: 78.1 g/mol
* E_tot: -6313.2369 eV

natural (NBO) charges in e: -0.099 0.124 -0.051 0.238 -0.397 0.248 0.247 0.192 -0.695 -0.125 0.218 0.100

ORCA calculation (ωB97M-V/def2-TZVPD) on a single C6H6 molecule.

Geometry (Å):
C1 0.48164 2.28856 -0.88658
H1 0.26578 -1.30118 -1.49730
H2 1.72035 -1.13419 -0.47392
C2 0.63183 -1.25160 -0.47078
C3 0.24201 1.22972 -0.36638
H3 0.66898 3.22791 -1.35607
C4 -1.73285 -0.33543 -0.02422
H4 0.44420 -0.03366 1.25938
C5 -1.55124 -0.25506 1.22434
H5 -1.53449 -0.18428 2.29307
C6 -0.01029 -0.06869 0.25552
H6 0.37407 -2.18210 0.04296

Summary:
* highest occupied orbital energy: -9.950 eV
* LUMO energy: 0.94 eV
* M: 78.1 g/mol
* E_tot: -6312.8122 eV

natural (NBO) charges in e: -0.202 0.233 0.215 -0.586 -0.029 0.239 -0.038 0.256 -0.293 0.257 -0.273 0.221

ORCA calculation (ωB97M-V/def2-TZVPD) on a single C6H6BrNO2S2 molecule.

Geometry (Å):
C1 1.33676 1.35531 2.93647
O1 0.50449 0.63938 -0.81999
H1 2.18852 -1.19281 -2.43087
H2 -3.84172 0.53761 -0.17306
H3 2.69037 -1.91816 -1.05642
Br1 2.37053 2.88500 2.29409
C2 -0.52256 0.08521 -0.04631
H4 1.98071 0.94001 3.67881
H5 -2.14496 -0.18959 -1.63831
S1 -2.32735 1.14721 1.74204
O2 1.83285 -0.55811 0.89704
C3 -1.91108 0.15275 -0.67674
C4 0.36176 0.94455 2.15720
C5 -2.85510 0.57059 0.10811
H6 -0.45978 -0.91806 0.29163
N1 2.14962 -1.14104 -1.45679
S2 2.07345 0.08629 -0.39848
C6 -0.62737 0.78894 1.30864

Summary:
* highest occupied orbital energy: -8.131 eV
* LUMO energy: 0.36 eV
* M: 268.2 g/mol
* E_tot: -103613.1322 eV

natural (NBO) charges in e: -0.282 -0.695 0.413 0.222 0.407 -0.031 0.015 0.239 0.222 0.295 -0.933 -0.224 0.034 -0.302 0.226 -1.109 1.690 -0.185

ORCA calculation (ωB97M-V/def2-TZVPD) on a gas-phase ion, C6H6BrO3S (charge -1).

Geometry (Å):
H1 -2.60983 -0.88098 -1.40030
H2 -1.25810 -0.09695 -0.97243
C1 0.30312 1.36577 1.22246
C2 -1.63620 -1.04598 -0.92280
H3 -2.26276 -0.71690 1.05081
H4 -1.24906 -1.72125 -1.61887
Br1 3.06135 -1.10067 -0.70284
H5 -2.12860 -2.33762 0.84442
C3 2.03019 1.65062 -0.24651
S1 -0.01516 -1.44390 1.28709
C4 0.53621 0.03832 0.74922
C5 1.76978 0.22283 -0.45217
C6 -1.64493 -1.39650 0.52085
H6 2.90803 2.18098 -0.51017
O1 -0.41077 1.84423 2.07144
O2 1.22030 2.34857 0.53707
O3 1.38642 1.08944 -1.45727

Summary:
* highest occupied orbital energy: -3.404 eV
* LUMO energy: 3.09 eV
* net charge: -1
* SMILES: CCSC1=C([O-])O[C@@H]2O[C@]12Br
* M: 238.1 g/mol
* E_tot: -93338.5318 eV

natural (NBO) charges in e: 0.187 0.235 0.692 -0.626 0.203 0.200 0.011 0.190 0.301 0.272 -0.639 0.108 -0.542 0.160 -0.672 -0.539 -0.539

ORCA calculation (ωB97M-V/def2-TZVPD) on a molecular structure, C6H6Cl2CoHoO4.

Geometry (Å):
H1 0.96426 -0.61435 4.27652
C1 1.08795 -0.69759 3.18030
O1 -0.11820 -0.15521 1.19844
Cl1 -1.16210 1.46418 -2.54917
H2 1.11523 -1.76960 2.90513
O2 0.31256 1.27561 -5.96388
Ho1 -0.04132 -0.24728 -0.90614
C2 -0.09967 -1.88733 -4.71800
C3 -0.02217 -0.02735 2.47333
O3 1.73731 2.59359 0.46093
Co1 -0.59079 -0.47000 -3.76620
H3 -1.10185 1.76921 2.89934
Cl2 -1.42580 -2.08943 -2.17339
C4 -1.08900 0.70069 3.18468
H4 -2.07315 0.27907 2.90538
O4 0.18560 -2.84262 -5.30218
H5 -0.96039 0.62192 4.27976
C5 1.24075 1.78201 -0.17921
C6 -0.02592 0.57951 -5.10445
H6 2.06669 -0.26505 2.89881

Summary:
* highest occupied orbital energy (spin up / spin down): -25.815 / -25.650 eV
* <S²>: 20.026
* spin multiplicity: 9
* LUMO energy (spin up / spin down): -17.68 / -22.55 eV
* net charge: +4
* M: 436.9 g/mol
* E_tot: -102926.5381 eV

Löwdin charges in e: 0.138 0.069 -0.242 0.415 0.143 0.350 1.436 -0.070 -0.311 0.250 0.289 0.146 0.576 0.070 0.146 0.356 0.138 0.004 -0.050 0.145

ORCA calculation (ωB97M-V/def2-TZVPD) on a single C6H6ClNO molecule.

Geometry (Å):
H1 0.83998 -1.95462 -0.18290
H2 -2.49683 0.45555 -0.29387
H3 0.27668 2.82991 -0.10706
C1 0.38895 1.74373 -0.00507
N1 -0.66274 0.94403 0.07902
H4 2.47406 2.02313 0.02640
C2 0.78873 -0.89553 -0.04889
C3 1.71562 1.29525 0.10624
C4 -0.45467 -0.35950 0.09024
Cl1 3.49897 -0.72527 0.05411
C5 1.88106 -0.06457 0.02318
H5 -1.83056 -1.88446 0.95899
O1 -2.85989 -0.35176 0.07297
H6 -1.80233 -1.84847 -0.83120
C6 -1.75705 -1.20741 0.05784

Summary:
* highest occupied orbital energy: -9.899 eV
* LUMO energy: 0.61 eV
* SMILES: OCc1cc(Cl)ccn1
* M: 143.6 g/mol
* E_tot: -22378.9009 eV

natural (NBO) charges in e: 0.233 0.486 0.198 0.080 -0.471 0.235 -0.280 -0.290 0.208 0.012 0.026 0.188 -0.709 0.176 -0.092

ORCA calculation (ωB97M-V/def2-TZVPD) on a single C6H6ClNO4 molecule.

Geometry (Å):
H1 0.47525 -1.65834 -1.38949
O1 -0.11258 0.59441 -2.20912
O2 -2.69605 -1.47179 2.33330
C1 0.41739 1.57677 -0.00972
N1 0.09685 1.30838 1.18823
H2 0.76462 -2.05537 1.25087
C2 -1.23952 -1.16285 0.43724
H3 1.86884 0.94713 -1.44439
C3 0.24533 -1.08412 0.70296
C4 0.80309 0.51738 -1.16209
H4 2.11564 -1.15361 -0.44123
Cl1 -0.01263 3.13449 -0.55071
C5 0.94842 -0.92961 -0.58156
H5 -1.60105 -0.85500 -0.59368
O3 0.47735 0.02710 1.61459
C6 -2.11452 -1.28927 1.36208
H6 -0.10337 1.47340 -2.49821
O4 -0.33308 2.08090 1.99093

Summary:
* highest occupied orbital energy: -9.031 eV
* LUMO energy: 0.53 eV
* SMILES: O=C=C[C@H]1C[C@@H](O)C(Cl)=[N+]([O-])O1
* M: 191.6 g/mol
* E_tot: -28515.7285 eV

natural (NBO) charges in e: 0.261 -0.699 -0.415 0.023 0.356 0.237 -0.642 0.188 0.076 0.082 0.239 0.039 -0.460 0.281 -0.381 0.757 0.482 -0.425